Record 1
{"formula": "C4H12", "method": "ωB97M-V/def2-TZVPD", "elements": ["C", "C", "H", "H", "H", "H", "H", "H", "C", "C", "H", "H", "H", "H", "H", "H"], "xyz": [[-0.60, 1.98, -1.48], [-0.76, 0.70, -2.31], [-0.60, 1.74, -0.42], [0.29, 2.51, -1.78], [-1.46, 2.63, -1.64], [-1.62, 0.76, -2.98], [-1.02, -0.16, -1.69], [0.07, 0.54, -3.00], [0.63, -1.14, 1.17], [0.83, -1.58, 2.62], [1.38, -1.53, 0.50], [-0.35, -1.43, 0.77], [0.57, -0.05, 1.17], [0.47, -2.58, 2.87], [1.87, -1.51, 2.95], [0.31, -0.87, 3.25]], "smiles": "CC.CC", "molar_mass_g_mol": 60.1, "e_above_lowest_ev": 0.300, "homo_lumo_gap_ev": 12.7, "total_charge": 0, "lumo_ha": 0.0433}

=====

Record 2
{"formula": "C4H12", "method": "ωB97M-V/def2-TZVPD", "elements": ["C", "C", "H", "H", "H", "H", "H", "H", "C", "C", "H", "H", "H", "H", "H", "H"], "xyz": [[0.10, 2.03, -0.55], [1.26, 1.23, -1.16], [-0.87, 1.55, -0.57], [0.38, 2.21, 0.49], [-0.02, 3.01, -1.01], [1.90, 1.86, -1.78], [1.02, 0.41, -1.83], [1.88, 0.82, -0.37], [-0.36, -1.70, 1.51], [-1.02, -1.65, 0.13], [0.46, -2.39, 1.68], [0.01, -0.71, 1.78], [-1.10, -1.86, 2.28], [-0.26, -1.92, -0.60], [-1.94, -2.23, 0.12], [-1.44, -0.67, -0.10]], "smiles": "CC.CC", "molar_mass_g_mol": 60.1, "e_above_lowest_ev": 0.372, "homo_lumo_gap_ev": 12.7, "total_charge": 0, "lumo_ha": 0.0436}

=====

Record 3
{"formula": "C4H12", "method": "ωB97M-V/def2-TZVPD", "elements": ["C", "C", "H", "H", "H", "H", "H", "H", "C", "C", "H", "H", "H", "H", "H", "H"], "xyz": [[-0.81, 1.68, 1.15], [0.39, 1.22, 1.93], [-1.63, 2.00, 1.80], [-0.58, 2.49, 0.44], [-1.24, 0.86, 0.58], [0.91, 2.02, 2.48], [0.12, 0.49, 2.69], [1.16, 0.79, 1.29], [0.79, -1.88, -1.32], [-0.37, -0.99, -1.78], [1.58, -1.97, -2.07], [1.24, -1.48, -0.41], [0.48, -2.89, -1.08], [-1.34, -1.41, -1.50], [-0.42, -0.90, -2.86], [-0.27, -0.02, -1.32]], "smiles": "CC.CC", "molar_mass_g_mol": 60.1, "e_above_lowest_ev": 0.131, "homo_lumo_gap_ev": 12.8, "total_charge": 0, "lumo_ha": 0.0434}

=====

Record 4
{"formula": "C4H12", "method": "ωB97M-V/def2-TZVPD", "elements": ["C", "C", "H", "H", "H", "H", "H", "H", "C", "C", "H", "H", "H", "H", "H", "H"], "xyz": [[-0.25, -0.08, -1.82], [0.89, 0.51, -2.65], [-0.91, 0.82, -1.55], [-0.88, -0.83, -2.40], [0.07, -0.49, -0.92], [1.63, -0.37, -2.90], [1.45, 1.23, -2.11], [0.50, 0.97, -3.63], [-1.07, -0.41, 2.12], [0.43, -0.02, 2.38], [-1.24, -1.52, 2.08], [-1.75, -0.04, 2.89], [-1.47, -0.01, 1.17], [0.64, 0.71, 3.18], [0.92, 0.40, 1.50], [1.05, -0.87, 2.66]], "smiles": "CC.CC", "molar_mass_g_mol": 60.1, "e_above_lowest_ev": 0.556, "homo_lumo_gap_ev": 12.6, "total_charge": 0, "lumo_ha": 0.0410}

=====

Record 5
{"formula": "C4H12", "method": "ωB97M-V/def2-TZVPD", "elements": ["C", "C", "H", "H", "H", "H", "H", "H", "C", "C", "H", "H", "H", "H", "H", "H"], "xyz": [[2.81, 0.73, 1.11], [1.34, 1.05, 0.84], [3.20, -0.05, 0.46], [3.42, 1.62, 0.93], [3.00, 0.47, 2.15], [0.71, 0.31, 1.32], [1.09, 1.03, -0.22], [1.10, 2.05, 1.18], [-1.37, -0.68, -1.13], [-2.78, -1.15, -0.80], [-0.85, -0.34, -0.24], [-0.77, -1.47, -1.58], [-1.37, 0.11, -1.88], [-3.31, -1.43, -1.71], [-3.40, -0.34, -0.40], [-2.81, -1.92, -0.03]], "smiles": "CC.CC", "molar_mass_g_mol": 60.1, "e_above_lowest_ev": 0.111, "homo_lumo_gap_ev": 12.8, "total_charge": 0, "lumo_ha": 0.0424}

=====

Record 6
{"formula": "C4H12", "method": "ωB97M-V/def2-TZVPD", "elements": ["C", "C", "H", "H", "H", "H", "H", "H", "C", "C", "H", "H", "H", "H", "H", "H"], "xyz": [[-0.39, 1.27, -1.29], [-1.72, 1.66, -0.70], [-0.61, 1.34, -2.31], [0.43, 1.92, -1.10], [-0.16, 0.16, -1.00], [-2.39, 0.93, -0.39], [-2.39, 2.11, -1.50], [-1.58, 2.47, -0.02], [0.81, -1.91, 0.49], [1.45, -1.21, 1.63], [-0.28, -1.94, 0.64], [1.06, -1.29, -0.31], [1.14, -2.92, 0.23], [2.44, -0.83, 1.40], [0.88, -0.22, 1.55], [1.32, -1.53, 2.68]], "smiles": "CC.CC", "molar_mass_g_mol": 60.1, "e_above_lowest_ev": 1.159, "homo_lumo_gap_ev": 12.4, "total_charge": 0, "lumo_ha": 0.0420}

=====

Record 7
{"formula": "C4H12", "method": "ωB97M-V/def2-TZVPD", "elements": ["C", "C", "H", "H", "H", "H", "H", "H", "C", "C", "H", "H", "H", "H", "H", "H"], "xyz": [[0.33, 0.30, -1.99], [-0.01, -1.14, -2.35], [-0.55, 0.68, -1.46], [1.28, 0.43, -1.49], [0.26, 1.04, -2.79], [0.42, -1.82, -1.62], [0.07, -1.50, -3.37], [-1.10, -1.28, -2.24], [-0.18, 1.13, 1.84], [0.07, -0.28, 2.43], [-0.75, 0.96, 0.92], [-0.95, 1.57, 2.47], [0.72, 1.72, 1.77], [-0.85, -0.84, 2.55], [0.77, -0.91, 1.90], [0.47, -0.05, 3.43]], "smiles": "CC.CC", "molar_mass_g_mol": 60.1, "e_above_lowest_ev": 0.626, "homo_lumo_gap_ev": 12.4, "total_charge": 0, "lumo_ha": 0.0416}

=====

Record 8
{"formula": "C4H12", "method": "ωB97M-V/def2-TZVPD", "elements": ["C", "C", "H", "H", "H", "H", "H", "H", "C", "C", "H", "H", "H", "H", "H", "H"], "xyz": [[-2.39, 1.30, 0.18], [-1.35, 1.93, -0.77], [-1.97, 0.74, 1.02], [-2.90, 2.04, 0.80], [-3.08, 0.73, -0.43], [-0.76, 1.18, -1.30], [-1.95, 2.55, -1.43], [-0.50, 2.32, -0.20], [1.12, -1.79, 0.33], [2.61, -1.43, 0.27], [0.95, -2.86, 0.41], [0.67, -1.19, 1.11], [0.62, -1.63, -0.63], [2.97, -1.16, -0.73], [3.25, -2.23, 0.63], [2.86, -0.54, 0.84]], "smiles": "CC.CC", "molar_mass_g_mol": 60.1, "e_above_lowest_ev": 0.631, "homo_lumo_gap_ev": 12.5, "total_charge": 0, "lumo_ha": 0.0399}

=====

Record 9
{"formula": "C4H12", "method": "ωB97M-V/def2-TZVPD", "elements": ["C", "C", "H", "H", "H", "H", "H", "H", "C", "C", "H", "H", "H", "H", "H", "H"], "xyz": [[0.32, 1.86, -0.31], [0.95, 1.27, 0.94], [-0.72, 2.16, -0.20], [0.85, 2.76, -0.61], [0.32, 1.13, -1.12], [1.38, 2.00, 1.63], [0.16, 0.63, 1.45], [1.78, 0.63, 0.63], [-0.37, -1.60, -0.99], [-0.88, -1.50, 0.37], [0.71, -1.57, -1.05], [-0.79, -2.60, -1.33], [-0.79, -0.97, -1.79], [-1.97, -1.53, 0.40], [-0.44, -0.51, 0.79], [-0.51, -2.16, 1.17]], "molar_mass_g_mol": 60.1, "e_above_lowest_ev": 0.109, "multiplicity": 2, "homo_lumo_gap_ev": [13.6, 5.8], "total_charge": 1, "lumo_ha": [-0.1102, -0.3907]}

=====

Record 10
{"formula": "C4H12", "method": "ωB97M-V/def2-TZVPD", "elements": ["C", "C", "H", "H", "H", "H", "H", "H", "C", "C", "H", "H", "H", "H", "H", "H"], "xyz": [[-1.08, -0.66, 1.94], [-2.36, -0.01, 1.38], [-1.30, -1.76, 1.77], [-0.17, -0.24, 1.54], [-0.97, -0.74, 3.03], [-2.78, 0.68, 2.12], [-3.05, -0.75, 0.91], [-2.01, 0.38, 0.41], [2.09, -0.19, -1.29], [1.36, 0.96, -1.95], [3.11, -0.23, -1.64], [2.01, 0.01, -0.21], [1.64, -1.19, -1.44], [0.41, 1.18, -1.47], [1.09, 0.72, -3.00], [1.99, 1.84, -2.10]], "molar_mass_g_mol": 60.1, "e_above_lowest_ev": 1.079, "multiplicity": 2, "homo_lumo_gap_ev": [10.7, 2.5], "total_charge": 1, "lumo_ha": [-0.1359, -0.4350]}

=====

Record 11
{"formula": "C4H12", "method": "ωB97M-V/def2-TZVPD", "elements": ["C", "C", "H", "H", "H", "H", "H", "H", "C", "C", "H", "H", "H", "H", "H", "H"], "xyz": [[0.55, -1.66, 0.90], [1.81, -2.12, 0.16], [0.55, -0.58, 0.96], [-0.36, -2.08, 0.48], [0.58, -2.10, 1.92], [2.56, -1.34, 0.20], [1.59, -2.27, -0.91], [2.24, -3.07, 0.48], [-1.13, 2.54, -0.13], [-1.35, 1.25, -0.96], [-0.61, 3.19, -0.86], [-2.06, 2.79, 0.41], [-0.51, 2.48, 0.78], [-1.97, 0.58, -0.36], [-0.27, 0.97, -1.05], [-1.62, 1.42, -2.03]], "molar_mass_g_mol": 60.1, "e_above_lowest_ev": 0.600, "multiplicity": 2, "homo_lumo_gap_ev": [11.2, 3.5], "total_charge": 1, "lumo_ha": [-0.1323, -0.4137]}

=====

Record 12
{"formula": "C4H12", "method": "ωB97M-V/def2-TZVPD", "elements": ["C", "C", "H", "H", "H", "H", "H", "H", "C", "C", "H", "H", "H", "H", "H", "H"], "xyz": [[0.54, -0.46, -2.62], [-0.31, -1.27, -1.61], [0.78, 0.52, -2.18], [1.37, -1.17, -2.82], [0.09, -0.20, -3.58], [-0.58, -0.69, -0.73], [0.15, -2.22, -1.30], [-1.12, -1.62, -2.30], [0.27, 1.41, 1.77], [-0.54, 0.39, 2.50], [1.32, 1.34, 2.02], [0.20, 1.40, 0.67], [0.01, 2.42, 2.12], [-0.15, -0.62, 2.18], [-0.38, 0.44, 3.58], [-1.62, 0.32, 2.32]], "molar_mass_g_mol": 60.1, "e_above_lowest_ev": 0.596, "multiplicity": 2, "homo_lumo_gap_ev": [10.9, 3.0], "total_charge": 1, "lumo_ha": [-0.1331, -0.4237]}

=====

Record 13
{"formula": "C4H12BF4O4Rb", "method": "ωB97M-V/def2-TZVPD", "elements": ["Rb", "B", "F", "F", "F", "F", "C", "C", "O", "O", "H", "H", "H", "H", "H", "H", "C", "C", "O", "O", "H", "H", "H", "H", "H", "H"], "xyz": [[0.31, 0.16, -0.34], [-3.03, 2.67, -0.92], [-2.63, 3.99, -0.70], [-1.97, 1.85, -1.01], [-3.88, 2.23, 0.05], [-3.74, 2.68, -2.11], [-2.44, -2.05, -1.25], [-2.24, -1.12, -2.50], [-0.89, -0.82, -2.76], [-2.13, -1.42, -0.02], [-1.83, -2.96, -1.24], [-3.47, -2.39, -1.21], [-2.79, -0.19, -2.40], [-2.68, -1.65, -3.34], [-0.84, -0.26, -3.53], [-2.88, -0.86, 0.22], [3.19, 0.50, 1.67], [3.67, 0.10, 3.02], [5.06, -0.19, 2.87], [3.15, -0.72, 0.92], [3.79, 1.19, 1.08], [2.14, 0.78, 1.74], [3.09, -0.70, 3.47], [3.63, 0.93, 3.73], [5.38, -0.70, 3.62], [4.04, -1.06, 0.94]], "molar_mass_g_mol": 296.4, "e_above_lowest_ev": 0.708, "homo_lumo_gap_ev": 9.9, "total_charge": 0, "lumo_ha": -0.0162}

=====

Record 14
{"formula": "C4H12Br2N2P", "method": "ωB97M-V/def2-TZVPD", "elements": ["C", "N", "C", "P", "Br", "Br", "N", "C", "C", "H", "H", "H", "H", "H", "H", "H", "H", "H", "H", "H", "H"], "xyz": [[-0.60, -1.22, -1.39], [0.65, -1.03, -0.66], [1.83, -1.83, -0.95], [0.35, -0.39, 0.84], [2.34, -0.14, 1.72], [-0.91, -1.98, 2.14], [-0.52, 1.11, 0.58], [-1.83, 1.14, 1.05], [0.28, 2.29, 0.32], [-1.24, -2.08, -0.83], [-1.18, -0.20, -1.38], [-0.33, -1.49, -2.45], [1.41, -2.73, -1.42], [2.55, -1.17, -1.65], [2.34, -2.07, -0.05], [-2.42, 0.33, 0.73], [-1.82, 1.37, 2.25], [-2.22, 2.11, 0.60], [0.56, 2.95, 1.20], [1.17, 2.11, -0.36], [-0.43, 2.92, -0.28]], "smiles": "CN(C)P(Br)(Br)=[N+](C)C", "molar_mass_g_mol": 278.9, "e_above_lowest_ev": 0.000, "homo_lumo_gap_ev": 8.5, "total_charge": 1, "lumo_ha": -0.1953}

=====

Record 15
{"formula": "C4H12BrN2", "method": "ωB97M-V/def2-TZVPD", "elements": ["C", "C", "C", "C", "N", "N", "Br", "H", "H", "H", "H", "H", "H", "H", "H", "H", "H", "H", "H"], "xyz": [[2.62, -0.73, 0.40], [-2.25, 1.03, 1.48], [1.17, -0.45, 0.16], [0.09, -0.73, -1.99], [-1.67, 0.95, 0.15], [0.82, -0.01, -1.20], [-2.59, -0.29, -1.10], [3.00, -1.28, -0.37], [3.20, 0.13, 0.53], [2.55, -1.21, 1.34], [-1.73, 1.73, 2.15], [-3.32, 1.25, 1.33], [-2.20, 0.08, 2.09], [0.78, 0.24, 0.87], [0.60, -1.47, 0.29], [-0.23, -0.51, -2.99], [-0.22, -1.64, -1.46], [1.15, 0.95, -1.57], [-1.76, 1.97, -0.14]], "molar_mass_g_mol": 168.1, "e_above_lowest_ev": 1.916, "homo_lumo_gap_ev": 9.0, "total_charge": 1, "lumo_ha": -0.1603}